Record 1
Below is a 11-piece molecular cluster, C42H56N8O18 overall in a non-equilibrium geometry, with properties calculated with the ωB97M-V functional and the def2-TZVPD basis.

Calculated values
Relative energy (zero: lowest compared OMol25 entry of this formula, charge and spin) = 0.0 kcal per mole
Frontier orbital gap = 5.78 eV
Charge = -2
E_LUMO = 3.540 eV
HOMO level = -0.0825 hartree

Last column: Löwdin charge in e.
Atoms and positions in Å:
O -0.9985 1.5613 -0.2118  -0.3126
C -0.2900 0.4232 0.0926  -0.3999
C 0.8009 -0.1140 -0.8503  -0.4080
O 1.7103 0.6881 -1.4948  -0.2952
H -0.9420 -0.4437 0.3501  0.0813
H 0.2737 0.6029 1.0472  0.0732
H 0.2323 -0.6894 -1.6509  0.0701
H 1.2271 -1.0598 -0.4006  0.0755
C 3.5328 -4.2436 1.3382  -0.0145
C 3.0900 -3.3341 0.3856  0.0029
C 3.5060 -3.4750 -0.9430  -0.3237
C 4.3368 -4.5443 -1.2735  -0.0253
C 4.7767 -5.4358 -0.3206  -0.0340
C 4.3066 -5.3290 0.9876  -0.3480
O 4.6466 -6.2724 1.9331  0.0034
O 3.1653 -2.5928 -1.9099  0.0540
H 3.1285 -4.1041 2.3355  0.1149
H 2.5797 -2.4067 0.6250  0.1045
H 4.5947 -4.5836 -2.3281  0.1161
H 5.3971 -6.2961 -0.5440  0.1077
H 4.3247 -7.1643 1.7998  0.0904
H 2.4720 -2.0107 -1.5574  0.0726
C -2.4358 -2.2666 -2.6774  0.0031
C -1.7033 -3.3495 -2.2405  0.0071
C -2.0866 -4.6302 -2.6448  -0.3256
C -3.1614 -4.8057 -3.4952  -0.0273
C -3.9253 -3.7013 -3.8765  -0.0269
C -3.5782 -2.4345 -3.4588  -0.3034
O -4.3624 -1.3188 -3.7063  -0.0092
O -1.2786 -5.7073 -2.3704  0.0204
H -2.0861 -1.2721 -2.4431  0.0882
H -0.9073 -3.2308 -1.5152  0.1215
H -3.3998 -5.7796 -3.8994  0.1088
H -4.7875 -3.8696 -4.5120  0.1094
H -5.0824 -1.1459 -3.0946  0.1136
H -0.3450 -5.5316 -2.5091  0.1049
C 5.2592 0.2969 -1.2809  0.0066
C 6.5964 0.1250 -1.6336  -0.0214
C 7.6056 0.6098 -0.8318  -0.3402
C 7.3150 1.2926 0.3426  -0.0451
C 5.9835 1.4603 0.7068  -0.0151
C 4.9675 0.9443 -0.0850  -0.3237
O 3.6887 1.1563 0.2849  0.0191
O 8.9136 0.2238 -1.1288  -0.0049
H 4.4710 0.0085 -1.9607  0.0904
H 6.8566 -0.4367 -2.5228  0.1141
H 8.1096 1.6377 0.9954  0.1008
H 5.7836 2.0076 1.6190  0.0961
H 3.1089 0.9506 -0.5210  0.0683
H 9.4545 0.3007 -0.3403  0.0779
C -4.7453 3.7453 2.4817  -0.0337
C -3.5699 3.4741 1.8078  -0.0063
C -3.1939 4.3266 0.7543  -0.3488
C -3.9840 5.4221 0.4361  -0.0186
C -5.2192 5.6202 1.0476  -0.0425
C -5.5628 4.7967 2.1022  -0.3513
O -6.7148 5.1076 2.8230  0.0021
O -2.0488 4.0994 0.0786  0.0485
H -4.9870 3.1548 3.3617  0.1175
H -2.9322 2.6221 2.0070  0.1263
H -3.5676 6.0042 -0.3796  0.1203
H -5.8781 6.3970 0.6835  0.1089
H -7.1021 4.2844 3.1363  0.0880
H -1.9581 3.1311 -0.0569  0.0557
C -6.9009 1.1671 0.9457  -0.0332
C -5.6781 0.5058 0.9886  -0.0246
C -4.6118 0.9634 0.2314  -0.3479
C -4.7772 2.0876 -0.5638  -0.0191
C -5.9312 2.8443 -0.4896  -0.0223
C -6.9847 2.3891 0.2983  -0.3428
O -8.1780 3.0838 0.3162  0.0147
O -3.5106 0.1814 0.0578  -0.0075
H -7.8227 0.8690 1.4327  0.1092
H -5.5926 -0.3879 1.5950  0.1024
H -3.9779 2.4151 -1.2196  0.1228
H -6.0241 3.7563 -1.0673  0.1220
H -8.0263 4.0107 0.1121  0.0923
H -2.6974 0.7562 -0.0569  0.0562
C 2.6896 0.8988 3.4322  -0.0281
C 1.9210 -0.2325 3.6267  0.0104
C 2.2026 -1.0921 4.6737  -0.3265
C 3.1770 -0.7407 5.6002  -0.0268
C 3.9314 0.3975 5.4028  -0.0460
C 3.7722 1.1735 4.2530  -0.2974
O 4.6584 2.2216 3.9884  0.0064
O 1.5517 -2.2799 4.8141  0.0320
H 2.7280 1.4566 2.5030  0.0830
H 1.1663 -0.5058 2.8955  0.1075
H 3.3974 -1.3427 6.4723  0.1098
H 4.6942 0.6690 6.1304  0.1059
H 5.3487 2.0325 4.6327  0.0895
H 1.0286 -2.4103 4.0080  0.0478
C 1.9002 3.9222 1.3081  -0.6705
O 1.7888 4.4113 0.2037  0.0473
N 0.9588 3.1401 1.9122  0.1655
N 3.0239 4.0654 2.1136  0.1468
H 0.3513 2.6511 1.2531  0.0734
H 1.0829 2.6029 2.7501  0.0626
H 3.8342 4.5672 1.8029  0.0867
H 3.2319 3.3421 2.7790  0.0290
C 2.1772 -0.2835 -4.8548  -0.6742
O 2.1641 -0.5233 -6.0675  -0.0438
N 3.0769 0.5508 -4.2573  0.1598
N 1.2033 -0.6824 -3.9874  0.1531
H 2.9559 0.7028 -3.2606  0.0595
H 3.8715 0.8845 -4.7628  0.0908
H 1.1906 -0.2009 -3.0786  0.0366
H 0.2960 -0.9821 -4.2909  0.0873
C -2.2047 1.5785 -4.1627  -0.6650
O -1.3153 2.4050 -4.2418  0.0390
N -2.5332 0.8992 -3.0218  0.1642
N -3.0174 1.2771 -5.2418  0.1340
H -3.3771 0.3568 -3.0200  0.0528
H -2.0123 0.9841 -2.1523  0.0759
H -3.5450 0.4243 -5.2864  0.0630
H -2.8026 1.7929 -6.0734  0.0847
C -1.6524 -3.0407 2.5693  -0.6406
O -0.5045 -2.7456 2.8574  0.0302
N -2.6234 -2.1947 2.1561  0.1785
N -2.0746 -4.3637 2.6496  0.1354
H -3.4633 -2.4456 1.6699  0.0954
H -2.5265 -1.2041 2.3099  0.1021
H -3.0241 -4.6025 2.8576  0.0803
H -1.3667 -5.0725 2.6604  0.0914

=====

Record 2
Below is C2H5O2S as an isolated structure in a non-equilibrium geometry, with properties calculated with the ωB97M-V functional and the def2-TZVPD basis.

Calculated values
Relative energy (zero: lowest compared OMol25 entry of this formula, charge and spin) = 26.2 kcal per mole
Frontier orbital gap = 7.25 eV
Charge = -1
E_LUMO = 4.135 eV
HOMO level = -0.1143 hartree

Last column: Löwdin charge in e.
Atoms and positions in Å:
C -0.4998 -0.6760 -1.4718  -0.5848
S -1.8484 -0.6878 -0.1308  0.2114
H -0.9626 -0.9555 -2.4268  -0.0228
H 0.3625 -1.3559 -1.2869  -0.0023
H -0.1018 0.3656 -1.4698  -0.0056
O 1.6743 1.0565 2.4588  -0.0134
C 1.0145 0.7190 1.4804  -0.4101
O -0.3030 0.9908 1.2716  -0.1286
H 1.5237 0.3743 0.5113  0.1306
H -0.8595 0.1691 1.0640  -0.1743

=====

Record 3
Below is the molecule C7H13O2PS3 in a non-equilibrium geometry, with properties calculated with the ωB97M-V functional and the def2-TZVPD basis.

Calculated values
Relative energy (zero: lowest compared OMol25 entry of this formula, charge and spin) = 0.2 kcal per mole
Frontier orbital gap = 7.89 eV
Charge = 0
E_LUMO = -0.281 eV
HOMO level = -0.3003 hartree
SMILES = CC[P@](=S)(S)O/C(=C\C(C)=S)OC

Last column: Löwdin charge in e.
Atoms and positions in Å:
C 3.4312 0.0363 1.5665  -0.1761
C 1.9673 0.3967 1.3396  -0.4362
P 1.0433 -0.5311 0.1000  -0.0159
S 0.2217 -2.2381 0.4446  0.2875
S 2.4988 -0.6842 -1.3311  0.5525
O 0.1627 0.6686 -0.5269  -0.2723
C -1.0968 0.5087 -1.0565  -0.3507
C -2.2037 0.1572 -0.3464  -0.0841
C -2.3073 0.0328 1.0587  -0.8289
C -3.6135 -0.4049 1.5073  -0.1692
S -1.1799 0.5077 2.1453  0.7505
O -1.1844 0.6178 -2.4096  -0.0513
C -0.0905 0.7759 -3.2889  -0.0509
H 3.5007 -1.0305 1.9540  0.1023
H 3.9112 0.3503 0.6295  0.0296
H 3.9056 0.5959 2.3845  0.0744
H 1.9859 1.3532 1.0077  0.0518
H 1.5639 0.1829 2.3135  0.0516
H 2.3785 -2.0773 -1.2371  -0.1106
H -3.1025 -0.0257 -1.0106  0.1544
H -3.6063 -0.7938 2.6241  0.1127
H -4.3284 0.3509 1.7017  0.0631
H -4.2609 -1.1544 0.9703  0.1003
H 0.4229 1.7048 -3.2816  0.0828
H -0.6547 0.5663 -4.2976  0.1511
H 0.6351 0.1340 -2.9609  -0.0184

=====

Record 4
Below is a 2-piece molecular cluster, C6H16 overall in a non-equilibrium geometry, with properties calculated with the ωB97M-V functional and the def2-TZVPD basis.

Calculated values
Relative energy (zero: lowest compared OMol25 entry of this formula, charge and spin) = 63.9 kcal per mole
Frontier orbital gap = 11.27 eV
Charge = 0
E_LUMO = 1.060 eV
HOMO level = -0.3753 hartree
SMILES = CCC.CCC

Last column: Löwdin charge in e.
Atoms and positions in Å:
C -1.0071 1.6651 1.8581  -0.1028
C -1.0702 0.1287 1.4137  -0.3774
C -0.6224 -0.7462 2.5445  -0.1723
H -0.2729 1.6286 2.6002  0.0189
H -0.5917 2.0855 0.8675  0.0845
H -2.0518 1.9876 2.1763  0.0901
H -0.3518 -0.2668 0.7004  0.0421
H -2.1328 0.1732 0.9543  0.1270
H -1.4224 -0.6178 3.4007  0.1011
H 0.3086 -0.3662 3.0394  0.0716
H -0.4785 -1.8359 2.0374  0.1175
C 0.0516 -1.2148 -2.4390  -0.1335
C 1.3602 -0.5863 -2.0467  -0.3878
C 1.3918 0.7673 -1.4152  -0.1353
H -0.7357 -1.0545 -1.5374  0.1067
H -0.3006 -0.7350 -3.3525  0.0679
H -0.1343 -2.2575 -2.5725  0.0483
H 1.9994 -0.7153 -2.9573  0.1047
H 1.9590 -1.1924 -1.2518  0.1241
H 1.2117 1.5293 -2.2517  0.0992
H 2.3859 0.9384 -0.9238  0.0944
H 0.5039 0.6849 -0.8447  0.0111

=====

Record 5
Below is C7H12CdO3 as an isolated structure in a non-equilibrium geometry, with properties calculated with the ωB97M-V functional and the def2-TZVPD basis.

Calculated values
Relative energy (zero: lowest compared OMol25 entry of this formula, charge and spin) = 9.7 kcal per mole
Frontier orbital gap (alpha / beta) = 4.72 / 7.97 eV
Charge = +1
E_LUMO (alpha / beta) = -5.070 / -5.070 eV
HOMO level (alpha / beta) = -0.3599 / -0.4791 hartree
Multiplicity = 2

Last column: Löwdin charge in e.
Atoms and positions in Å:
C -1.9330 2.5511 -0.1832  -0.0159
C -2.4708 1.8257 -1.1856  -0.0264
H -0.8682 2.7946 -0.1731  0.0982
H -2.5674 3.1210 0.4992  0.1019
H -1.8560 1.4782 -2.0191  0.1003
H -3.5520 1.7934 -1.3380  0.1019
H -2.1232 0.8599 0.1830  0.1966
O 4.7991 -1.1781 0.2206  -0.1663
C 3.6684 -1.0459 -0.3190  -0.8329
O 3.5418 -0.9671 -1.5699  -0.1954
O 2.6105 -1.0108 0.4846  0.0335
C 1.3208 -0.8752 -0.1103  -0.1653
C 0.2980 -0.9288 1.0125  -0.1364
C -1.0970 -1.0339 0.5621  -0.0503
C -2.1594 -0.3193 1.0801  -0.0533
Cd 5.6132 -1.1217 -1.6898  1.0533
H 1.1578 -1.6897 -0.8286  0.1418
H 1.2622 0.0815 -0.6456  0.1376
H 0.4335 -0.1242 1.7478  0.1432
H 0.4221 -1.8885 1.5633  0.1721
H -1.2922 -1.6991 -0.2878  0.1476
H -3.1595 -0.7318 0.9158  0.1046
H -2.0485 0.1086 2.0811  0.1095